Below is 9 unconnected molecules or ions with the total composition C16H52BO16 in a non-equilibrium geometry, with properties calculated with wB97M-V/def2-TZVPD.

The geometry in XYZ format:
```
85
Properties=species:S:1:pos:R:3:forces:R:3
B 0.014 0.527 0.384 -0.38 -0.22 -0.10
H -0.046 1.554 0.058 0.14 3.71 -1.30
H 1.042 0.220 0.496 3.77 -1.24 0.06
H -0.382 0.500 1.388 -1.93 -0.39 3.66
H -0.519 -0.061 -0.346 -1.94 -2.14 -2.53
C -2.125 3.362 1.818 1.03 -0.38 -1.56
C -2.163 4.096 0.465 -0.92 -0.37 0.76
O -1.079 3.715 -0.391 -0.75 1.34 0.46
O -2.494 2.003 1.616 -0.90 0.09 0.70
H -2.712 3.805 2.623 -0.23 -0.08 -0.28
H -1.067 3.405 2.077 0.19 0.05 0.60
H -2.258 5.148 0.733 0.98 0.44 -0.56
H -3.110 3.884 -0.032 -0.16 -0.30 -0.11
H -0.784 2.847 -0.106 0.17 -0.31 0.00
H -1.773 1.517 1.209 0.44 -0.15 -0.09
C 4.537 -1.188 0.121 0.21 1.51 0.71
C 4.884 -2.640 0.452 -2.35 0.02 -2.58
O 3.652 -3.335 0.131 0.75 -0.79 1.51
O 3.938 -0.962 -1.156 0.90 -2.01 -0.16
H 5.390 -0.516 0.206 0.41 -0.06 0.13
H 3.852 -0.905 0.920 -0.31 0.19 0.02
H 5.128 -2.784 1.504 0.01 0.09 -0.14
H 5.608 -3.078 -0.235 0.69 0.24 0.29
H 3.225 -2.919 -0.622 -0.10 0.28 -0.46
H 3.436 -0.152 -1.271 -0.11 0.60 0.66
C -0.342 -4.478 1.117 0.91 1.13 0.30
C -0.179 -3.001 0.712 -0.02 1.31 0.53
O -1.318 -2.418 0.003 0.27 -1.87 0.28
O 0.867 -4.905 1.780 -0.24 -0.15 -0.71
H -0.401 -4.980 0.151 -0.33 -0.68 0.44
H -1.127 -4.665 1.850 -0.67 0.05 -0.68
H 0.755 -2.940 0.152 -0.10 -0.17 -0.58
H 0.033 -2.331 1.545 -0.20 -0.33 0.57
H -1.205 -1.468 -0.084 0.42 0.36 0.25
H 0.927 -4.455 2.626 -0.03 0.22 -0.02
C -2.746 1.454 -2.882 0.52 0.60 -0.24
C -3.078 2.616 -3.838 -0.21 1.12 0.96
O -4.493 2.672 -4.130 0.31 -0.75 -0.17
O -2.354 0.291 -3.558 -0.67 -0.81 -0.54
H -3.594 1.277 -2.220 -0.22 0.06 0.00
H -1.878 1.603 -2.241 -0.18 1.00 0.03
H -2.470 2.677 -4.741 0.04 -0.79 -0.14
H -2.874 3.571 -3.355 0.35 0.01 0.54
H -4.608 3.289 -4.856 -0.05 -0.01 -0.01
H -3.177 -0.125 -3.824 0.12 -0.42 -0.32
C -2.261 -0.667 4.102 -1.69 -0.67 0.28
C -2.853 -1.322 2.813 1.80 0.84 0.27
O -4.201 -1.074 2.584 -1.42 0.46 0.63
O -2.538 0.709 4.189 0.02 0.11 0.35
H -1.198 -0.841 4.273 0.23 -0.36 -0.73
H -2.761 -1.115 4.961 -0.12 -0.10 0.23
H -2.733 -2.405 2.784 0.85 -0.02 0.09
H -2.311 -0.787 2.032 0.47 -0.62 -0.48
H -4.398 -1.448 1.722 -0.06 0.07 -0.03
H -2.514 1.093 3.310 -0.05 0.28 -0.58
C 1.228 -1.975 -2.570 -1.46 0.37 -2.30
C -0.032 -2.547 -3.336 0.05 0.33 1.45
O -0.741 -3.407 -2.423 0.37 -0.34 -2.04
O 2.032 -3.039 -2.205 0.86 -0.96 0.64
H 0.950 -1.351 -1.721 -0.18 -0.30 0.19
H 1.801 -1.338 -3.244 -0.14 0.43 -0.12
H 0.203 -3.074 -4.260 0.73 -0.84 0.43
H -0.672 -1.796 -3.800 -0.26 0.78 0.81
H -0.867 -2.985 -1.570 -0.28 0.57 0.36
H 2.716 -3.100 -2.875 0.11 -0.20 0.19
C 0.873 2.287 -2.966 -0.25 0.01 0.16
C 1.927 2.527 -1.856 -0.80 -0.38 -0.38
O 2.375 1.321 -1.251 0.76 0.43 -1.12
O 1.396 2.165 -4.306 -0.01 -0.01 0.74
H 0.108 3.063 -2.940 0.18 0.50 -0.04
H 0.297 1.386 -2.760 0.30 -0.33 0.04
H 1.526 3.089 -1.012 -0.30 0.60 -0.43
H 2.728 3.099 -2.324 0.47 -0.16 0.32
H 1.588 1.042 -0.776 -0.12 -0.57 0.58
H 2.249 2.606 -4.309 0.08 0.03 -0.11
C 1.283 1.560 3.681 1.25 -0.32 -0.57
C 1.980 0.194 3.757 -0.24 -0.28 0.13
O 1.439 -0.807 2.884 0.28 0.37 1.06
O 1.432 2.260 2.438 -0.13 -0.47 0.83
H 1.780 2.199 4.411 -0.38 0.02 0.29
H 0.242 1.345 3.922 -0.27 0.45 0.08
H 1.823 -0.101 4.794 -0.40 -0.44 0.15
H 3.068 0.176 3.698 0.20 0.58 -0.58
H 1.119 -0.364 2.094 -0.04 -0.02 -0.35
H 0.982 1.693 1.808 -0.07 0.17 -0.61
```
Positions in Å, forces in eV/Å.

Energy = -50866.778 eV
Total charge = -1
Orbital gap = 9.3 eV
Highest occupied orbital energy = -0.251 Ha
Strongest force on any atom = 4.15 eV/Å